{"formula": "C41H82AlBeBrCl2F6IN2O9S", "method": "ωB97M-V/def2-TZVPD", "e_lumo_ev": -5.9, "total_charge": 1, "total_energy_ha": -7443.583608, "homo_ev": -7.96, "species": ["C", "C", "O", "C", "C", "C", "C", "C", "C", "C", "C", "C", "O", "C", "C", "S", "C", "C", "N", "I", "C", "C", "C", "C", "C", "C", "C", "C", "O", "C", "C", "C", "C", "C", "Br", "H", "H", "H", "H", "H", "H", "H", "H", "H", "H", "H", "H", "H", "H", "H", "H", "H", "H", "H", "H", "H", "H", "H", "H", "H", "H", "H", "H", "H", "H", "H", "H", "H", "H", "H", "H", "H", "H", "H", "H", "H", "H", "H", "H", "H", "H", "H", "H", "H", "H", "H", "H", "H", "H", "F", "C", "O", "C", "C", "O", "C", "C", "O", "C", "H", "H", "H", "H", "H", "H", "H", "H", "H", "H", "H", "H", "H", "H", "Al", "C", "C", "O", "C", "O", "C", "F", "F", "F", "H", "H", "H", "H", "H", "H", "F", "Cl", "Cl", "Be", "F", "C", "C", "O", "N", "C", "H", "H", "H", "H", "H", "H", "H", "H"], "xyz": [[-4.52875, 7.72013, 0.26938], [-5.42214, 6.81118, -0.57607], [-6.04972, 5.87154, 0.23593], [-6.49653, 4.70562, -0.46064], [-6.03918, 3.44651, 0.32192], [-5.49381, 2.28202, -0.55372], [-4.41138, 1.47655, 0.24131], [-2.96471, 1.52418, -0.30936], [-2.08944, 2.71125, 0.13972], [-2.47989, 4.13816, -0.28014], [-2.93922, 4.33972, -1.73341], [-2.19581, 5.49381, -2.39970], [-2.02754, 6.60007, -1.48061], [-1.66124, 2.75913, 1.62191], [-2.52119, 2.57552, 2.81045], [-3.50056, 4.09094, 3.13765], [-4.45628, 3.54422, 4.60232], [-5.19452, 2.21563, 4.34840], [-0.43039, 2.98987, 1.75513], [0.71875, 3.24650, 3.51036], [0.31664, 3.10011, 0.46945], [0.88830, 4.49006, 0.08117], [2.33344, 4.60903, 0.56681], [3.38602, 4.01380, -0.39756], [4.54857, 3.52198, 0.50684], [4.11244, 2.08133, 0.84947], [3.65312, 1.96808, 2.29794], [2.76582, 0.75796, 2.53168], [1.91952, 0.62876, 1.40077], [0.59851, 0.14812, 1.67687], [-0.67500, 2.35270, -0.42278], [-0.43714, 2.26154, -1.92780], [0.89719, 1.61255, -2.35065], [1.09447, 0.18387, -1.84763], [2.74461, -0.56348, -2.54105], [-3.85659, 8.29143, -0.38546], [-3.86925, 7.12817, 0.90437], [-5.12293, 8.39327, 0.88154], [-6.13707, 7.43510, -1.14556], [-4.75840, 6.35503, -1.33227], [-7.59356, 4.72930, -0.40873], [-6.23237, 4.69970, -1.52387], [-6.88158, 3.07212, 0.90371], [-5.28454, 3.76857, 1.03980], [-5.17855, 2.58377, -1.55114], [-6.33742, 1.59736, -0.69655], [-4.72714, 0.43219, 0.17724], [-4.49032, 1.74875, 1.29046], [-3.05748, 1.45523, -1.39565], [-2.45561, 0.61997, 0.03042], [-1.67577, 4.84445, -0.08318], [-3.31949, 4.44184, 0.35375], [-2.84847, 3.47087, -2.38529], [-3.99700, 4.60171, -1.73383], [-2.85295, 5.84499, -3.23774], [-1.25445, 5.20181, -2.86650], [-1.90829, 7.38098, -2.01362], [-3.14403, 1.69090, 2.71332], [-1.92685, 2.40422, 3.70808], [-3.69481, 3.33832, 5.35757], [-5.12453, 4.32267, 4.95394], [-4.50095, 1.37820, 4.28948], [-5.70011, 2.30103, 3.38310], [-5.89880, 1.97641, 5.14330], [1.16409, 2.41927, 0.62602], [0.29706, 5.26287, 0.59205], [0.77559, 4.73179, -0.98125], [2.57046, 5.67197, 0.67518], [2.48775, 4.17385, 1.54523], [3.70459, 4.72095, -1.16841], [3.04816, 3.11626, -0.91546], [4.61379, 4.08267, 1.43984], [5.50120, 3.58498, -0.01964], [4.88834, 1.33103, 0.66666], [3.29765, 1.79979, 0.18087], [4.53808, 1.89844, 2.93603], [3.08558, 2.83865, 2.61661], [2.13704, 0.91025, 3.41462], [3.37962, -0.14459, 2.70018], [0.64708, -0.81332, 2.20746], [0.06929, -0.03413, 0.74720], [0.01440, 0.88299, 2.21631], [-0.53287, 1.31742, -0.08759], [-0.48563, 3.26742, -2.36666], [-1.22302, 1.69721, -2.44268], [0.97102, 1.66297, -3.43903], [1.69966, 2.24056, -1.95831], [0.20887, -0.40120, -2.09228], [1.17081, 0.21764, -0.76135], [-1.94561, 0.58036, 1.44956], [7.33464, -6.64823, -1.02700], [6.19030, -5.84685, -1.28825], [5.14737, -6.53425, -1.97291], [3.79279, -6.24291, -1.36751], [3.58855, -6.78396, -0.07066], [4.32096, -6.30181, 0.98032], [4.05590, -4.89411, 1.40815], [4.51013, -3.97473, 0.50311], [3.63869, -2.85371, 0.31408], [8.00134, -6.64695, -1.89479], [7.85888, -6.21319, -0.17466], [7.06181, -7.67529, -0.76999], [5.31212, -7.61562, -1.97009], [5.14800, -6.18651, -3.01328], [3.04317, -6.72292, -1.99519], [3.56279, -5.17416, -1.38889], [5.38084, -6.45081, 0.81113], [4.04654, -6.93674, 1.82451], [4.67913, -4.79033, 2.38911], [2.99642, -4.73020, 1.62900], [2.58848, -3.14775, 0.34473], [3.84302, -2.43376, -0.66558], [3.83875, -2.09491, 1.06952], [-3.31778, 8.43524, -2.88026], [5.35883, -12.85138, 2.94506], [4.90790, -12.73573, 1.49259], [4.25281, -11.55467, 1.15988], [5.05358, -10.42741, 0.89785], [5.94317, -10.69327, 0.01793], [5.65267, -9.74185, 2.20310], [4.75071, -9.78092, 3.20031], [5.94602, -8.42011, 2.01713], [6.77453, -10.29984, 2.66313], [4.59844, -12.44782, 3.61312], [5.54312, -13.89248, 3.19407], [6.28595, -12.31646, 3.12491], [4.17501, -13.51385, 1.31325], [5.80176, -12.95084, 0.75790], [4.22241, -9.67857, 0.56071], [2.86903, -8.76626, -0.72008], [7.21961, -6.65274, 3.20629], [6.14374, -14.85269, 0.73664], [5.98382, -4.46809, 2.92976], [1.99769, 4.55091, 5.10267], [-8.49330, 2.60386, -4.19629], [-7.04467, 2.73538, -4.51422], [-6.17206, 2.93234, -3.74167], [-6.60698, 2.55068, -5.95707], [-5.65817, 3.60032, -6.45835], [-8.60121, 2.35243, -3.14499], [-9.00355, 3.54765, -4.40399], [-8.94481, 1.80730, -4.79230], [-7.41058, 2.41393, -6.57310], [-6.05892, 1.68259, -5.92284], [-6.16511, 4.56075, -6.44935], [-5.38448, 3.33132, -7.47516], [-4.77648, 3.60653, -5.82769]], "forces_ev_per_angstrom": [[-0.4, -0.5, 0.0], [0.5, 0.9, 0.0], [0.5, 0.1, -0.8], [-1.1, -0.7, 1.2], [0.2, 0.3, -1.1], [-0.3, -0.2, 1.4], [-0.2, -0.3, -1.1], [-1.9, 1.0, -0.4], [1.4, -0.5, -1.2], [-0.9, -0.3, 0.1], [0.1, 0.6, 0.0], [-0.8, -0.1, -0.8], [-0.7, -0.5, 0.0], [-1.8, -1.4, -0.6], [-0.8, 0.3, 1.1], [-0.4, 0.3, -0.1], [0.8, -1.5, 0.0], [0.1, 0.5, -0.3], [1.5, 0.9, -0.6], [0.2, 2.9, 2.0], [0.3, -0.8, -0.5], [-0.7, 0.0, 1.4], [0.2, 0.7, -1.5], [0.5, 0.6, 0.8], [-0.5, -0.7, -1.0], [0.5, -0.3, 0.4], [0.3, -0.5, 0.2], [0.0, 0.0, 0.1], [-0.3, -0.6, -0.2], [0.7, -0.6, 0.3], [0.1, -0.9, -0.3], [0.0, 0.5, -0.3], [0.2, 0.6, 0.3], [-0.6, 1.0, 0.4], [-0.3, 0.0, 0.0], [0.0, 0.3, 0.0], [-0.1, -0.1, 0.0], [0.1, 0.1, 0.0], [-0.2, -0.1, 0.1], [-0.1, -0.4, 0.0], [0.0, 0.1, -0.3], [0.4, 0.1, 0.1], [0.1, 0.0, 0.1], [0.0, 0.0, -0.1], [0.3, 0.2, 0.1], [0.0, 0.0, -0.3], [0.2, -0.1, 0.2], [0.2, 0.0, 0.0], [0.0, 0.6, -0.4], [-0.3, 0.4, -0.5], [0.1, -0.2, 0.3], [0.1, 0.2, 0.1], [0.2, -0.1, 0.2], [0.0, -0.2, 0.0], [0.2, -0.1, 0.0], [0.2, 0.1, 0.4], [1.7, 0.2, 0.1], [0.0, 0.3, -0.4], [0.3, 0.0, -0.2], [-0.2, 0.4, 0.3], [0.1, 0.3, -0.3], [0.0, 0.1, 0.0], [-0.3, -0.2, 0.1], [-0.1, 0.2, 0.0], [0.0, 0.4, -0.2], [0.0, -0.1, 0.0], [0.2, -0.4, -0.1], [0.1, 0.0, 0.1], [-0.5, 0.0, 0.0], [-0.1, 0.2, 0.1], [-0.3, 0.4, -0.2], [0.1, 0.3, -0.2], [0.1, -0.2, 0.1], [0.2, 0.1, 0.0], [0.2, -0.1, 0.3], [-0.1, 0.1, 0.2], [0.4, 0.0, -0.1], [0.3, -0.2, 0.0], [-0.2, -0.1, -0.2], [-0.1, 0.2, 0.1], [0.3, -0.1, 0.1], [0.1, -0.5, 0.2], [-0.4, 0.4, 0.0], [0.3, -0.1, -0.1], [-0.2, 0.0, 0.4], [0.0, -0.1, 0.0], [0.1, -0.1, -0.1], [0.4, -0.5, -0.3], [0.4, -0.3, -0.2], [0.8, -1.3, 2.4], [0.0, 0.2, -0.1], [0.0, -0.2, 0.3], [0.1, 0.1, -0.1], [-0.1, 0.0, -0.5], [-0.7, 1.8, 0.1], [1.2, -1.6, 0.8], [-1.0, 0.7, -3.0], [-0.3, 0.0, 0.4], [0.2, 0.3, -0.2], [0.0, -0.1, 0.1], [0.0, 0.0, 0.0], [0.0, 0.0, 0.0], [0.0, 0.0, 0.1], [-0.2, -0.1, 0.0], [0.0, -0.3, 0.2], [0.2, 0.1, 0.1], [0.4, 0.3, 0.1], [0.0, 0.0, 0.2], [-0.1, 0.3, 1.5], [0.2, 0.1, 0.7], [0.0, -0.1, 0.1], [0.1, -0.1, 0.0], [-0.1, 0.1, 0.1], [-0.8, 0.1, 0.1], [0.6, 0.5, 0.2], [-1.8, 0.1, -0.1], [0.1, -1.2, 2.0], [0.2, 0.6, -1.7], [0.8, 1.2, 0.3], [-0.3, 0.7, 0.7], [0.0, 0.0, -0.1], [-0.7, -2.0, -0.9], [-0.1, 0.1, -0.4], [-0.1, 0.0, -0.1], [-0.1, -0.1, -0.3], [0.0, -0.1, 0.1], [0.0, 0.1, -0.2], [-0.5, -0.6, 0.6], [0.1, 0.3, -0.7], [0.3, -1.3, 0.2], [-1.1, 4.3, 0.2], [0.8, -0.5, -0.7], [1.8, -3.7, 0.2], [-0.7, -1.4, -1.0], [0.0, -0.3, -0.5], [0.0, 0.2, 1.5], [0.2, 0.2, -0.4], [0.3, -0.4, -0.2], [-0.2, 0.2, -0.3], [0.1, 0.1, 0.0], [0.0, 0.0, 0.0], [-0.1, 0.1, 0.0], [0.1, 0.0, -0.1], [-0.3, -0.2, -0.2], [0.0, 0.0, 0.0], [0.0, 0.0, 0.0], [-0.1, 0.0, 0.1]]}